16 unconnected molecules or ions with the total composition C23H68N2O19P2S in a non-equilibrium geometry, computed with the ωB97M-V functional and the def2-TZVPD basis.

Calculated values
- E_tot (eV) = -96245.334

Each atom is followed by the atoms it is bonded to, with distances in Å.
Geometry (Å):
1 O -4.74425 2.62450 -0.09756  P2 1.682, H18 0.962
2 P -4.25280 1.66507 -1.38893  O1 1.682, O3 1.678, C4 1.850
3 O -4.94854 2.36532 -2.74613  P2 1.678, H19 0.971
4 C -2.41585 1.86262 -1.48182  P2 1.850, C5 1.457, C13 1.405
5 C -1.88180 3.12297 -0.98272  C4 1.457, C6 1.380, H20 1.086
6 C -0.51167 3.28986 -1.00508  C5 1.380, C7 1.444, H21 1.090
7 C 0.40361 2.28738 -1.49846  C6 1.444, N8 1.377, C12 1.420
8 N 1.73669 2.62849 -1.46056  C7 1.377, C9 1.336
9 C 2.44259 1.58027 -1.89546  N8 1.336, C10 1.438, H22 1.095
10 C 1.93685 0.30918 -2.33841  C9 1.438, N11 1.320, H23 1.091
11 N 0.64471 0.04785 -2.39803  C10 1.320, C12 1.365
12 C -0.15278 1.06596 -1.96261  C7 1.420, N11 1.365, C13 1.462
13 C -1.59677 0.83897 -1.98627  C4 1.405, C12 1.462, P14 1.830
14 P -2.18849 -0.77003 -2.62593  C13 1.830, O15 1.660, O16 1.633, S17 1.938
15 O -1.69688 -1.88016 -1.49317  P14 1.660, H24 0.976
16 O -3.81134 -0.92404 -2.72341  P14 1.633, H25 0.970
17 S -1.48372 -1.25032 -4.36584  P14 1.938
18 H -5.17835 1.98824 0.47893  O1 0.962
19 H -5.39629 3.15964 -2.41236  O3 0.971
20 H -2.54164 3.89802 -0.60519  C5 1.086
21 H -0.11290 4.23678 -0.64134  C6 1.090
22 H 3.52967 1.71070 -1.90932  C9 1.095
23 H 2.64633 -0.45692 -2.65438  C10 1.091
24 H -2.33882 -1.80052 -0.76282  O15 0.976
25 H -4.22110 -1.13609 -1.87050  O16 0.970
26 C 0.89057 -3.27090 0.88812  O27 1.427, H28 1.087, H29 1.092, H30 1.092
27 O 1.00045 -2.01647 0.21681  C26 1.427, H31 0.965
28 H 1.25592 -3.15724 1.90594  C26 1.087
29 H -0.15565 -3.58437 0.91283  C26 1.092
30 H 1.49172 -4.02132 0.36983  C26 1.092
31 H 0.67118 -2.14394 -0.68105  O27 0.965
32 C -5.03477 -3.39323 0.94413  O33 1.428, H34 1.088, H35 1.093, H36 1.092
33 O -4.26477 -2.20930 1.15542  C32 1.428, H37 0.961
34 H -5.11622 -3.56351 -0.12719  C32 1.088
35 H -4.54277 -4.25246 1.40593  C32 1.093
36 H -6.03612 -3.27415 1.36430  C32 1.092
37 H -4.19883 -2.07112 2.10377  O33 0.961
38 C -0.33863 -3.67464 4.32090  O39 1.426, H40 1.089, H41 1.094, H42 1.094
39 O -0.09813 -4.82011 3.50656  C38 1.426, H43 0.962
40 H 0.60966 -3.16627 4.48626  C38 1.089
41 H -1.02908 -2.98890 3.82179  C38 1.094
42 H -0.75619 -3.97562 5.28571  C38 1.094
43 H -0.94337 -5.25847 3.37109  O39 0.962
44 C 2.92885 -0.67123 3.07066  O45 1.430, H46 1.087, H47 1.093, H48 1.092
45 O 3.03793 0.58603 2.39767  C44 1.430, H49 0.966
46 H 3.29510 -0.55699 4.08786  C44 1.087
47 H 1.88253 -0.98463 3.09491  C44 1.093
48 H 3.53099 -1.42015 2.55194  C44 1.092
49 H 2.70606 0.45862 1.49999  O45 0.966
50 C 6.35633 -0.64879 1.60232  O51 1.424, H52 1.088, H53 1.095, H54 1.093
51 O 5.90167 0.69946 1.55524  C50 1.424, H55 0.966
52 H 7.44115 -0.65501 1.52588  C50 1.088
53 H 6.05781 -1.11001 2.54942  C50 1.095
54 H 5.93378 -1.21105 0.76615  C50 1.093
55 H 4.93885 0.67736 1.62513  O51 0.966
56 C -1.04328 0.75680 1.99222  O57 1.426, H58 1.088, H59 1.094, H60 1.094
57 O -1.19894 -0.62821 2.29480  C56 1.426, H61 0.965
58 H -1.86597 1.30294 2.44983  C56 1.088
59 H -0.09715 1.13044 2.39515  C56 1.094
60 H -1.06654 0.91402 0.90960  C56 1.094
61 H -0.46086 -1.09153 1.88102  O57 0.965
62 C -2.27878 5.97201 -3.53025  O63 1.425, H64 1.087, H65 1.093, H66 1.093
63 O -3.05408 5.00935 -2.82052  C62 1.425, H67 0.963
64 H -2.09484 6.81622 -2.86988  C62 1.087
65 H -1.32176 5.53855 -3.83324  C62 1.093
66 H -2.82024 6.31904 -4.41350  C62 1.093
67 H -3.20802 4.26869 -3.41632  O63 0.963
68 C 0.42985 -8.55629 3.28338  O69 1.423, H70 1.088, H71 1.093, H72 1.093
69 O -0.37526 -7.63111 4.00599  C68 1.423, H73 0.961
70 H -0.21976 -9.14513 2.63996  C68 1.088
71 H 1.15795 -8.02295 2.66658  C68 1.093
72 H 0.95217 -9.22475 3.97275  C68 1.093
73 H 0.21161 -7.11679 4.56659  O69 0.961
74 C -3.92850 -4.32102 -6.00135  O75 1.420, H76 1.088, H77 1.093, H78 1.094
75 O -4.69373 -3.39283 -5.24632  C74 1.420, H79 0.964
76 H -4.58914 -4.84462 -6.68953  C74 1.088
77 H -3.16076 -3.79360 -6.57387  C74 1.093
78 H -3.45860 -5.04768 -5.33239  C74 1.094
79 H -4.08301 -2.94569 -4.64856  O75 0.964
80 C -1.97478 5.40975 2.22190  O81 1.428, H82 1.087, H83 1.093, H84 1.093
81 O -0.83757 5.20392 1.38390  C80 1.428, H85 0.961
82 H -2.87286 5.27433 1.62389  C80 1.087
83 H -1.97855 4.68485 3.03998  C80 1.093
84 H -1.96716 6.42323 2.63002  C80 1.093
85 H -0.05370 5.32562 1.92672  O81 0.961
86 C 1.26052 3.09870 -5.39380  O87 1.425, H88 1.087, H89 1.094, H90 1.094
87 O 2.01121 4.28378 -5.14434  C86 1.425, H91 0.962
88 H 1.20485 2.95362 -6.46977  C86 1.087
89 H 1.75096 2.24119 -4.92438  C86 1.094
90 H 0.24813 3.21156 -4.99483  C86 1.094
91 H 2.04654 4.40651 -4.19125  O87 0.962
92 C 2.22050 4.29115 3.29309  O93 1.419, H94 1.089, H95 1.095, H96 1.093
93 O 2.67249 3.56648 2.15992  C92 1.419, H97 0.964
94 H 2.11949 5.33857 3.01182  C92 1.089
95 H 1.24732 3.91368 3.62465  C92 1.095
96 H 2.94253 4.21108 4.11020  C92 1.093
97 H 2.75864 2.64309 2.42369  O93 0.964
98 C 7.45572 -0.16841 -1.76431  O99 1.428, H100 1.088, H101 1.093, H102 1.093
99 O 7.30526 -1.55541 -1.46050  C98 1.428, H103 0.960
100 H 6.63505 0.37943 -1.30638  C98 1.088
101 H 8.40273 0.19870 -1.36177  C98 1.093
102 H 7.43080 -0.02319 -2.84764  C98 1.093
103 H 8.03989 -2.01670 -1.87258  O99 0.960
104 C -5.53899 3.65901 3.31774  O105 1.422, H106 1.087, H107 1.093, H108 1.095
105 O -5.26288 4.89407 2.66908  C104 1.422, H109 0.961
106 H -5.16363 3.71319 4.33676  C104 1.087
107 H -6.61715 3.47818 3.34170  C104 1.093
108 H -5.03573 2.84004 2.79418  C104 1.095
109 H -5.59861 4.83002 1.77058  O105 0.961
110 C 4.27175 -3.59675 -0.72735  O111 1.427, H112 1.088, H113 1.092, H114 1.093
111 O 4.10590 -4.97975 -0.41948  C110 1.427, H115 0.960
112 H 3.45273 -3.04214 -0.27316  C110 1.088
113 H 5.22061 -3.23537 -0.32428  C110 1.092
114 H 4.24898 -3.45231 -1.81085  C110 1.093
115 H 4.83422 -5.45485 -0.82624  O111 0.960